Density functional theory data (wB97M-V/def2-TZVPD) for 2 unconnected molecules or ions with the total composition C21H39F8N3O5PS in a non-equilibrium geometry.

```
! wB97M-V def2-TZVPD RIJCOSX def2/J DEFGRID3
* xyz 1 1
C 3.5862 0.1607 0.4302
C 3.9097 -1.2401 -0.1096
C 2.6885 -2.1460 -0.1823
O 1.5640 -1.4245 -0.6918
C 0.9195 -2.0166 -1.7925
C 0.0333 -0.9696 -2.4923
C 0.3699 -0.9371 -3.9888
C 0.0096 -2.2149 -4.7481
C 0.7180 -2.2907 -6.0988
C 0.1539 0.4637 -1.9284
N -1.1511 0.6703 -1.2894
O -1.4957 1.9840 -1.0614
C -1.5627 2.2277 0.3686
C -2.9303 1.9054 0.9405
C -3.0437 2.4324 2.3825
C -2.0287 -0.0683 -1.9954
N -3.2106 0.4382 -2.3111
S -4.4748 -0.2309 -3.2709
C -5.5509 -0.9988 -2.1197
O -3.8649 -1.2031 -4.1104
O -5.1008 0.9493 -3.7628
N -1.4735 -1.2673 -2.3777
P -2.2504 -2.4397 -1.2744
C -1.9157 -4.0147 -2.1404
C -1.1972 -2.5081 0.2297
H 4.4111 0.5522 1.0262
H 3.4118 0.8756 -0.3752
H 2.6958 0.1475 1.0647
H 4.3810 -1.1631 -1.0927
H 4.6409 -1.7259 0.5418
H 2.8889 -3.0186 -0.8122
H 2.4343 -2.5213 0.8149
H 0.3204 -2.8727 -1.4680
H 1.6577 -2.3936 -2.5083
H 1.4421 -0.7321 -4.0862
H -0.1640 -0.1002 -4.4519
H 0.2615 -3.1040 -4.1590
H -1.0722 -2.2488 -4.9028
H 1.7857 -2.4854 -5.9815
H 0.5943 -1.3571 -6.6524
H 0.2956 -3.0877 -6.7121
H 0.1769 1.1556 -2.7766
H 0.9915 0.6921 -1.2792
H -0.7758 1.6397 0.8439
H -1.3199 3.2841 0.4804
H -3.6817 2.3894 0.3075
H -3.1140 0.8263 0.9068
H -3.6842 3.3125 2.4213
H -2.0578 2.7002 2.7650
H -3.4638 1.6820 3.0513
H -3.3667 1.3911 -1.9914
H -5.0360 -1.8126 -1.6189
H -5.9227 -0.2516 -1.4215
H -6.3660 -1.3663 -2.7484
H -1.4877 -4.7479 -1.4545
H -1.2513 -3.8816 -2.9931
H -2.8628 -4.4049 -2.5145
H -1.8619 -2.5372 1.0930
H -0.5623 -3.3957 0.2423
H -0.5388 -1.6397 0.3136
C 1.6577 2.1002 6.1262
C 3.1282 2.3477 6.4756
C 3.6843 3.7574 6.2456
F 3.6282 4.0677 4.9308
F 4.9727 3.7791 6.6368
F 3.9102 1.4399 5.8605
F 3.2187 2.1483 7.8237
O 1.4325 1.4895 4.8706
C 1.2306 2.2030 3.7440
C 2.2664 1.8602 2.6616
F 3.5060 2.1606 3.0741
F 1.9882 2.5860 1.5494
F 1.1469 3.5234 3.9590
F 0.0263 1.8180 3.2082
H 1.3199 1.3637 6.8526
H 1.0595 3.0016 6.2587
H 3.1198 4.4959 6.8204
H 2.2022 0.7961 2.4242
*
```

Its HOMO energy is -12.33 eV. The value obtained for the gap between HOMO and LUMO is 9.61 eV.